Molecular formula: C37H38KN4O5P
Method: DFT, the ωB97M-V functional and the def2-TZVPD basis

The geometry in ORCA input format:
```
! RIJCOSX wB97M-V def2-TZVPD def2/J DEFGRID3
* xyz -2 1
K 0.058 0.533 -0.086
O 4.253 -1.357 -1.382
C 3.060 -0.999 -1.188
N 2.419 -0.882 -0.051
C 3.228 -1.122 1.102
C 2.559 -0.733 2.400
C 3.333 -0.683 3.565
C 2.751 -0.306 4.759
C 1.401 0.024 4.769
C 0.707 -0.056 3.575
N 1.259 -0.438 2.421
C 2.257 -0.589 -2.418
C 2.954 -0.277 -3.585
C 2.248 0.156 -4.693
C 0.866 0.258 -4.613
C 0.252 -0.088 -3.418
N 0.929 -0.506 -2.352
H 4.183 -0.574 1.051
H 3.536 -2.181 1.187
H 4.388 -0.923 3.508
H 3.342 -0.254 5.666
H 0.896 0.348 5.670
H -0.346 0.206 3.534
H 4.030 -0.377 -3.572
H 2.767 0.425 -5.606
H 0.273 0.608 -5.448
H -0.826 -0.016 -3.292
O 0.635 5.109 0.335
C 1.076 3.952 0.242
O 0.451 2.864 0.249
C 2.610 3.819 0.083
C 3.412 4.955 0.077
C 4.787 4.856 -0.085
C 5.380 3.609 -0.253
C 4.588 2.468 -0.250
C 3.213 2.575 -0.076
H 2.918 5.911 0.200
H 5.400 5.752 -0.086
H 6.453 3.528 -0.389
H 5.029 1.486 -0.395
H 2.611 1.674 -0.071
C -5.156 -2.620 5.762
C -3.982 -2.477 4.827
C -2.902 -3.343 4.954
C -1.812 -3.241 4.099
C -1.787 -2.251 3.138
C -2.863 -1.368 2.991
N -2.793 -0.395 1.997
C -2.932 0.977 2.183
C -2.925 1.540 3.463
C -3.003 2.915 3.628
C -3.085 3.749 2.524
C -3.107 3.188 1.254
C -3.038 1.816 1.061
C -3.051 1.276 -0.374
O -3.696 1.915 -1.214
O -2.366 0.224 -0.566
C -3.986 -1.497 3.828
C -5.188 -0.625 3.603
H -4.946 -3.368 6.527
H -6.061 -2.932 5.231
H -5.389 -1.676 6.260
H -2.917 -4.098 5.733
H -0.969 -3.916 4.200
H -0.927 -2.102 2.496
H -2.463 -0.636 1.057
H -2.827 0.895 4.330
H -2.972 3.330 4.629
H -3.104 4.825 2.644
H -3.159 3.807 0.370
H -5.158 0.291 4.201
H -6.109 -1.158 3.845
H -5.228 -0.311 2.560
C -1.706 -4.091 -0.100
P -0.197 -3.037 -0.102
C 0.588 -3.651 -1.639
C 0.818 -3.982 1.110
H -1.488 -5.151 -0.273
H -2.383 -3.731 -0.878
H -2.219 -3.988 0.859
H 0.631 -4.745 -1.674
H 1.596 -3.240 -1.692
H 0.031 -3.281 -2.501
H 0.676 -5.064 1.018
H 0.598 -3.678 2.135
H 1.866 -3.743 0.915
*
```

Results
Energy relative to the best compared isomer or geometry (same formula, charge and spin): 0.00 kcal per mole
Electronic energy: -80803.2509 eV